{
  "formula": "CH3Cl2NO",
  "method": "ωB97M-V/def2-TZVPD",
  "elements": ["C", "N", "O", "Cl", "Cl", "H", "H", "H"],
  "coordinates": [[-0.31207, -0.66302, 0.03819], [0.23741, 1.24138, 0.39139], [-0.98165, -0.49961, -1.07379], [1.17409, -1.61116, -0.00642], [-1.20966, -1.16227, 1.41387], [0.61696, 1.40008, 1.29356], [1.00599, 1.14605, -0.33470], [-0.53107, 0.14854, -1.72209]],
  "lowdin_charge": [-1.313, -0.010, -0.086, 0.591, 0.662, -0.023, 0.011, 0.167],
  "lumo_energy_ev": 0.49,
  "relative_energy_kcal_mol": 65.4,
  "total_charge": 0,
  "homo_lumo_gap_ev": 10.09
}



{
  "formula": "CH3Cl2NOS",
  "method": "ωB97M-V/def2-TZVPD",
  "elements": ["C", "N", "O", "S", "Cl", "Cl", "H", "H", "H"],
  "coordinates": [[-0.38437, 0.22248, 1.65838], [0.52623, 0.30198, -1.94753], [2.12929, -0.05315, 0.69287], [1.19459, 0.96840, 1.24976], [-0.24922, -0.96012, 3.02439], [1.93219, -0.44307, -1.58740], [-1.11110, 1.00205, 1.89814], [-0.63347, -0.27121, 0.77635], [0.78154, 1.24594, -2.16593]],
  "lowdin_charge": [-0.818, -0.425, -0.726, 0.824, 0.495, 0.649, 0.048, -0.002, -0.045],
  "lumo_energy_ev": [0.62, -2.05],
  "relative_energy_kcal_mol": 0.0,
  "total_charge": 0,
  "spin_multiplicity": 3,
  "homo_lumo_gap_ev": [9.31, 8.05]
}



{
  "formula": "CH3Cl2O2P",
  "method": "ωB97M-V/def2-TZVPD",
  "elements": ["C", "O", "O", "P", "Cl", "Cl", "H", "H", "H"],
  "coordinates": [[0.17786, 0.05662, 1.07513], [0.81046, -0.38956, -1.68855], [-1.27887, -1.10304, -0.05583], [0.33527, 0.42417, -0.60640], [-1.31587, 1.45299, -1.18605], [1.69376, 1.90081, -0.36350], [0.64123, -0.93541, 1.27567], [-0.28584, 0.51363, 1.88432], [-0.77800, -1.92021, -0.33480]],
  "lowdin_charge": [-0.015, -0.371, -0.276, -0.243, 0.371, 0.349, 0.088, 0.052, 0.045],
  "lumo_energy_ev": [-2.30, -2.30],
  "relative_energy_kcal_mol": 83.9,
  "total_charge": 0,
  "homo_lumo_gap_ev": [8.58, 8.57]
}



{
  "formula": "CH3Cl2OP",
  "method": "ωB97M-V/def2-TZVPD",
  "elements": ["C", "O", "P", "Cl", "Cl", "H", "H", "H"],
  "coordinates": [[-0.49897, -0.52622, 0.03219], [0.79633, -0.28236, 0.23496], [1.35775, 0.55174, 1.53762], [-0.53626, -2.17112, -0.64895], [-1.38053, -0.56391, 1.48323], [-1.24133, 1.01971, -1.36320], [-1.10064, 1.38709, -2.03069], [2.60366, 0.58507, 0.75484]],
  "lowdin_charge": [-1.282, -0.692, 0.829, 0.563, 0.596, 0.019, 0.067, -0.100],
  "lumo_energy_ev": [-1.24, -1.25],
  "relative_energy_kcal_mol": 147.1,
  "total_charge": 0,
  "homo_lumo_gap_ev": [7.94, 7.45]
}



{
  "formula": "CH3Cl2OP",
  "method": "ωB97M-V/def2-TZVPD",
  "elements": ["P", "O", "C", "Cl", "Cl", "H", "H", "H"],
  "coordinates": [[1.12858, -0.43636, -1.02926], [0.37010, -0.15508, 0.48252], [-0.92286, 0.05647, 0.63932], [-1.46671, 1.50889, -0.18234], [-1.75791, -1.46039, 0.12509], [2.41609, -0.45531, -0.49914], [1.28047, 0.84735, -1.31889], [-1.04777, 0.09444, 1.78268]],
  "lowdin_charge": [0.864, -0.597, -1.273, 0.608, 0.533, -0.095, -0.147, 0.109],
  "smiles": "POC(Cl)Cl",
  "lumo_energy_ev": 0.77,
  "relative_energy_kcal_mol": 71.8,
  "total_charge": 0,
  "homo_lumo_gap_ev": 10.73
}



{
  "formula": "CH3Cl2OPS",
  "method": "ωB97M-V/def2-TZVPD",
  "elements": ["O", "S", "P", "Cl", "C", "Cl", "H", "H", "H"],
  "coordinates": [[2.44434, -0.82823, -1.09120], [2.52914, -0.30861, 0.28208], [0.26001, -0.97248, 0.71377], [0.03938, -2.78511, -0.15663], [-0.22587, 0.13171, -0.69545], [-0.90936, 1.63708, -0.03617], [3.63760, -1.06734, 0.80852], [-1.00961, -0.55153, -1.18227], [0.53627, 0.16977, -1.42377]],
  "lowdin_charge": [-0.762, 0.634, 0.362, 0.199, -0.943, 0.497, -0.028, 0.048, -0.007],
  "smiles": "O=[SH]#P(Cl)CCl",
  "lumo_energy_ev": -0.64,
  "relative_energy_kcal_mol": 101.4,
  "total_charge": 0,
  "homo_lumo_gap_ev": 8.05
}



{
  "formula": "CH3Cl2OPS",
  "method": "ωB97M-V/def2-TZVPD",
  "elements": ["C", "O", "P", "S", "Cl", "Cl", "H", "H", "H"],
  "coordinates": [[-1.48124, -0.40038, 0.48154], [2.93445, 0.99679, -1.19148], [-0.78648, 1.31065, 0.20672], [2.31133, -0.21041, -0.67210], [-0.69127, -1.58669, -0.66712], [2.86480, -0.28683, 1.35697], [-2.55228, -0.50301, 0.00755], [-1.35277, -0.72427, 1.56815], [-1.24653, 1.40416, -1.09023]],
  "lowdin_charge": [-0.928, -0.611, 0.729, 0.449, 0.368, 0.080, 0.045, 0.040, -0.172],
  "lumo_energy_ev": [-1.62, -1.49],
  "relative_energy_kcal_mol": 123.6,
  "total_charge": 0,
  "homo_lumo_gap_ev": [7.59, 7.50]
}



{
  "formula": "CH3Cl2P",
  "method": "ωB97M-V/def2-TZVPD",
  "elements": ["C", "P", "Cl", "Cl", "H", "H", "H"],
  "coordinates": [[0.82076, -0.00229, -0.01839], [-0.59082, 0.82877, -0.90118], [-2.19927, -1.99351, -0.03224], [-1.24944, 1.98004, 0.58190], [0.93515, -0.96073, -0.62428], [0.49127, -0.40097, 1.05631], [1.79236, 0.54869, -0.06212]],
  "lowdin_charge": [-0.490, 0.506, -0.329, 0.176, 0.027, 0.073, 0.036],
  "lumo_energy_ev": [-3.25, -2.42],
  "relative_energy_kcal_mol": 67.2,
  "total_charge": 0,
  "homo_lumo_gap_ev": [5.73, 7.67]
}



{
  "formula": "CH3Cl2P",
  "method": "ωB97M-V/def2-TZVPD",
  "elements": ["P", "C", "Cl", "Cl", "H", "H", "H"],
  "coordinates": [[1.33755, -0.33122, 0.28318], [1.76356, -0.59490, -1.36361], [1.09900, -2.00175, -2.04929], [1.28191, 0.71425, -2.60886], [0.55199, -1.46756, 0.33842], [1.62938, 1.92423, 0.38187], [1.93668, 2.43584, 0.67476]],
  "lowdin_charge": [0.769, -1.394, 0.484, 0.373, -0.160, -0.100, 0.027],
  "smiles": "P=C(Cl)Cl.[H][H]",
  "lumo_energy_ev": [-1.77, -1.76],
  "relative_energy_kcal_mol": 124.9,
  "total_charge": 0,
  "homo_lumo_gap_ev": [7.58, 7.58]
}



{
  "formula": "CH3Cl2PS2",
  "method": "ωB97M-V/def2-TZVPD",
  "elements": ["C", "P", "S", "S", "Cl", "Cl", "H", "H", "H"],
  "coordinates": [[-0.20814, 0.02826, -0.06307], [-3.18153, -0.34669, 0.17355], [-0.43403, -2.91182, 1.16940], [-1.59222, 0.92548, 0.72736], [-3.24572, -0.28958, -1.91629], [-4.69035, 0.83615, 0.75590], [0.39907, 0.55707, -0.61890], [-0.65250, -0.78956, -0.66898], [0.45718, -0.43911, 0.67306]],
  "lowdin_charge": [-0.523, -0.185, 0.137, 0.416, 0.083, 0.139, -0.032, -0.023, -0.013],
  "lumo_energy_ev": [-2.88, -2.97],
  "relative_energy_kcal_mol": 85.0,
  "total_charge": 0,
  "homo_lumo_gap_ev": [6.35, 6.22]
}